# 1
DFT (the ωB97M-V functional and the def2-TZVPD basis) results for a structure of composition C21H25BeN5OSi in a non-equilibrium geometry.

Element x y z (Å)
1 Be -0.12 1.03 0.07
2 O -1.90 1.79 3.18
3 C -1.32 1.74 2.10
4 N -0.36 0.92 1.70
5 C -0.09 -0.27 2.49
6 C -0.42 -1.43 1.58
7 C 0.08 -2.67 1.55
8 C -0.21 -3.56 0.38
9 C -0.92 -2.93 -1.60
10 C -1.52 -1.51 -1.43
11 N -0.69 -0.56 -0.66
12 C -1.68 2.67 0.98
13 C -2.63 3.67 1.14
14 C -2.98 4.44 0.05
15 C -2.34 4.20 -1.16
16 C -1.41 3.18 -1.24
17 N -1.10 2.42 -0.19
18 H -0.73 -0.26 3.38
19 H 0.96 -0.31 2.79
20 H 0.75 -3.02 2.32
21 H 0.01 -4.59 0.63
22 H -1.11 -3.41 -2.56
23 H -2.03 -1.07 -2.28
24 H -3.07 3.79 2.12
25 H -3.74 5.21 0.13
26 H -2.58 4.78 -2.04
27 H -0.89 2.95 -2.16
28 C -3.64 -1.82 0.22
29 C -2.18 -1.98 -0.12
30 C -1.59 -3.39 -0.29
31 C 0.47 -3.12 -0.98
32 C 1.31 -1.90 -0.97
33 C 0.75 -0.70 -0.75
34 N -1.33 -1.03 0.58
35 N 1.30 0.52 -0.58
36 Si 3.01 0.77 -0.54
37 C 3.30 2.45 0.29
38 C 3.93 -0.53 0.51
39 C 3.69 0.75 -2.33
40 H -3.81 -2.03 1.27
41 H -4.26 -2.49 -0.37
42 H -3.95 -0.79 0.02
43 H -2.28 -4.22 -0.24
44 H 1.01 -3.96 -1.42
45 H 2.37 -1.99 -1.10
46 H 2.77 2.50 1.23
47 H 2.98 3.29 -0.31
48 H 4.36 2.59 0.51
49 H 3.23 -1.21 0.99
50 H 4.52 -0.06 1.30
51 H 4.62 -1.13 -0.08
52 H 3.28 1.58 -2.91
53 H 3.42 -0.17 -2.85
54 H 4.77 0.84 -2.35

Properties
Gap between HOMO and LUMO: 7.3 eV
HOMO level: -7.28 eV
Lowest unoccupied orbital energy: 0.006 eV
Charge: 0

---

# 2
DFT (the ωB97M-V functional and the def2-TZVPD basis) results for an isolated molecule of C21H25ClFN5O2 in a non-equilibrium geometry.

Element x y z (Å)
1 C 5.43 -2.26 0.59
2 H 4.97 -3.25 0.60
3 H 6.50 -2.38 0.43
4 C 4.82 -1.40 -0.52
5 C 5.48 -0.02 -0.57
6 C 4.82 0.81 -1.66
7 C 3.31 0.90 -1.42
8 N 2.76 -0.45 -1.40
9 C 3.32 -1.23 -0.31
10 H 2.83 -2.21 -0.32
11 H 3.13 -0.76 0.66
12 C 1.32 -0.47 -1.45
13 C 0.60 0.23 -0.34
14 N 1.13 0.55 0.83
15 C 0.14 1.17 1.52
16 C -1.01 1.24 0.76
17 N -0.70 0.63 -0.44
18 C -1.62 0.44 -1.53
19 C -1.79 -1.01 -1.89
20 C -1.50 -1.48 -3.16
21 C -1.64 -2.80 -3.54
22 C -2.11 -3.71 -2.60
23 C -2.42 -3.29 -1.32
24 C -2.26 -1.95 -0.97
25 Cl -2.68 -1.46 0.63
26 H -2.78 -3.99 -0.59
27 H -2.23 -4.74 -2.87
28 H -1.40 -3.09 -4.55
29 F -1.03 -0.60 -4.08
30 H -1.27 0.99 -2.41
31 H -2.58 0.86 -1.20
32 C -2.21 1.85 1.23
33 O -3.27 1.96 0.63
34 N -2.05 2.32 2.54
35 C -0.91 2.27 3.33
36 O -0.91 2.73 4.45
37 N 0.21 1.68 2.78
38 C 1.43 1.59 3.54
39 H 1.24 2.00 4.53
40 H 2.22 2.15 3.04
41 H 1.74 0.54 3.61
42 C -3.20 2.96 3.16
43 H -3.47 2.42 4.07
44 H -2.95 3.99 3.43
45 H -4.02 2.94 2.45
46 H 0.99 -1.51 -1.48
47 H 1.01 0.00 -2.40
48 H 2.83 1.46 -2.22
49 H 3.12 1.42 -0.47
50 H 4.99 0.35 -2.63
51 H 5.24 1.82 -1.68
52 H 6.55 -0.12 -0.77
53 H 5.35 0.47 0.39
54 H 4.98 -1.90 -1.48
55 H 5.27 -1.79 1.56

Properties
Energy above the lowest of the compared OMol25 structures with the same formula, charge and spin: 0.00 kJ/mol
Gap between HOMO and LUMO: 8.9 eV
SMILES string: C[C@@H]1CCCN(Cc2nc3c(c(=O)n(C)c(=O)n3C)n2Cc2c(F)cccc2Cl)C1
HOMO level: -8.26 eV
Lowest unoccupied orbital energy: 0.593 eV
Charge: 0

---

# 3
DFT (the ωB97M-V functional and the def2-TZVPD basis) results for a structure of composition C21H25CrN5O4S2Te in a non-equilibrium geometry.

Element x y z (Å)
1 Cr 0.11 1.80 0.95
2 O 0.11 1.38 5.08
3 C 0.66 1.54 3.99
4 O 0.04 1.50 2.88
5 C 2.16 1.79 3.99
6 C 2.76 1.81 5.25
7 C 4.12 1.97 5.44
8 C 4.94 2.08 4.32
9 C 4.38 2.07 3.06
10 C 2.99 1.96 2.86
11 S 2.49 2.06 1.18
12 H 2.10 1.70 6.10
13 H 4.54 1.99 6.44
14 H 6.01 2.18 4.43
15 H 5.00 2.17 2.18
16 C -1.45 -0.58 -4.97
17 C -2.17 0.68 -4.49
18 C -2.99 0.41 -3.22
19 C -1.20 1.86 -4.24
20 N -0.35 1.76 -3.09
21 C -0.51 2.39 -1.90
22 N 0.27 1.85 -1.02
23 N 0.98 0.85 -1.62
24 N 0.62 0.75 -2.91
25 H -2.14 -1.43 -4.99
26 H -0.62 -0.80 -4.30
27 H -1.05 -0.43 -5.98
28 H -2.85 1.02 -5.28
29 H -2.33 0.12 -2.40
30 H -3.71 -0.39 -3.39
31 H -3.54 1.31 -2.91
32 H -1.79 2.77 -4.09
33 H -0.58 2.00 -5.14
34 H -1.16 3.23 -1.71
35 C -2.56 0.69 1.56
36 O -1.67 1.05 0.55
37 H -3.06 1.56 2.01
38 H -2.07 0.14 2.38
39 H -3.35 0.03 1.15
40 O -0.96 6.05 1.21
41 S -0.74 4.75 1.90
42 N -0.28 3.61 1.05
43 C -0.54 -1.83 -0.93
44 Te 0.90 -0.83 0.38
45 C 0.05 -2.54 1.61
46 C -0.01 -3.65 0.63
47 C 0.31 -4.97 0.91
48 C 0.32 -5.93 -0.10
49 C 0.00 -5.56 -1.41
50 C -0.31 -4.24 -1.69
51 C -0.33 -3.28 -0.69
52 H -0.39 -1.54 -1.97
53 H -1.52 -1.48 -0.58
54 H -0.94 -2.18 1.89
55 H 0.61 -2.79 2.52
56 H 0.58 -5.26 1.92
57 H 0.59 -6.95 0.12
58 H 0.03 -6.30 -2.20
59 H -0.53 -3.94 -2.71

Properties
Energy above the lowest of the compared OMol25 structures with the same formula, charge and spin: 152.24 kJ/mol
Gap between HOMO and LUMO (alpha / beta): 3.9 / 6.2 eV
2S+1: 5
Expectation value of S²: 6.050
HOMO level (alpha / beta): 0.58 / -1.76 eV
Lowest unoccupied orbital energy (alpha / beta): 4.481 / 4.478 eV
Charge: -2

---

# 4
DFT (the ωB97M-V functional and the def2-TZVPD basis) results for an isolated molecule of C21H25F3N2O.

Element x y z (Å)
1 O 2.72 2.19 1.46
2 C 1.53 1.59 1.90
3 C 0.52 1.38 0.77
4 H 1.07 1.13 -0.14
5 H -0.05 2.29 0.60
6 C -0.46 0.23 1.07
7 N -1.68 0.40 0.28
8 C -1.44 0.11 -1.13
9 C -0.71 -1.22 -1.38
10 N 0.52 -1.19 -0.62
11 C 0.22 -1.11 0.79
12 H -0.43 -1.95 1.12
13 H 1.15 -1.18 1.35
14 C 1.50 -2.21 -0.94
15 C 2.84 -1.71 -0.45
16 C 3.28 -0.47 -0.90
17 C 4.44 0.08 -0.39
18 C 5.20 -0.61 0.55
19 C 4.77 -1.85 0.98
20 C 3.59 -2.40 0.49
21 H 3.26 -3.36 0.84
22 H 5.35 -2.40 1.71
23 H 6.10 -0.17 0.95
24 C 4.91 1.41 -0.91
25 F 5.64 1.27 -2.04
26 F 5.69 2.07 -0.04
27 F 3.90 2.23 -1.23
28 H 2.70 0.07 -1.63
29 H 1.27 -3.19 -0.50
30 H 1.53 -2.33 -2.03
31 H -1.36 -2.07 -1.11
32 H -0.48 -1.30 -2.45
33 H -0.83 0.92 -1.53
34 H -2.40 0.12 -1.65
35 C -2.84 -0.30 0.81
36 C -4.10 0.23 0.18
37 C -4.29 1.60 0.05
38 C -5.44 2.10 -0.52
39 C -6.43 1.23 -0.96
40 C -6.26 -0.13 -0.83
41 C -5.10 -0.63 -0.26
42 H -4.96 -1.70 -0.17
43 H -7.02 -0.81 -1.17
44 H -7.34 1.62 -1.40
45 H -5.58 3.17 -0.63
46 H -3.51 2.26 0.38
47 H -2.88 -0.09 1.89
48 H -2.79 -1.39 0.68
49 H -0.75 0.29 2.12
50 H 1.08 2.18 2.71
51 H 1.84 0.63 2.32
52 H 2.51 3.00 1.00

Properties
Energy above the lowest of the compared OMol25 structures with the same formula, charge and spin: 7.63 kJ/mol
Gap between HOMO and LUMO: 9.0 eV
SMILES string: OCC[C@@H]1CN(Cc2cccc(C(F)(F)F)c2)CCN1Cc1ccccc1
HOMO level: -8.22 eV
Lowest unoccupied orbital energy: 0.729 eV
Charge: 0

---

Computed values of calculated total energy (unit: a.u.) for the preceding records, in sequence: -1468.55419, -1799.63338, -3498.85493, -1299.57893.